Below is a cluster of 11 separate species, C26H64BN2O18 in total in a non-equilibrium geometry, with properties calculated with ωB97M-V/def2-TZVPD.

The energy relative to the best compared isomer or geometry (same formula, charge and spin) is 5.4 kcal per mole. Its HOMO energy is -7.41 eV. As for the molar mass: 703.61 g mol⁻¹. As for the LUMO energy: 1.83 eV. Its charge is -1. The calculation puts the largest force on an atom at 0.1135 Eh/bohr. The value obtained for the orbital gap is 9.236 eV.

Last column: Mulliken charge in e.
CARTESIAN COORDINATES (ANGSTROEM)
1 O 1.573 -2.068 -0.173  -0.42
2 C 0.570 -1.263 -0.215  0.61
3 O 0.528 -0.043 -0.812  -0.76
4 B -0.667 0.726 -0.473  1.64
5 O -1.504 -0.245 0.276  -0.59
6 C -0.758 -1.344 0.694  0.39
7 O -0.979 -2.125 1.597  -0.60
8 O -1.256 1.299 -1.755  -0.55
9 C -1.300 2.676 -1.622  0.87
10 O -1.758 3.497 -2.370  -0.65
11 C -0.827 3.000 -0.176  0.49
12 O -0.391 1.915 0.351  -0.74
13 O -0.814 4.176 0.264  -0.76
14 C -3.618 1.987 2.098  -0.54
15 O -4.175 1.060 1.203  -0.55
16 H -2.781 1.728 2.747  0.24
17 H -3.105 2.789 1.567  0.11
18 H -4.445 2.469 2.619  0.41
19 H -3.421 0.683 0.742  0.43
20 C -2.252 2.188 -5.632  -0.27
21 O -2.661 3.292 -6.399  -0.50
22 H -2.888 2.073 -4.754  -0.03
23 H -2.402 1.244 -6.157  0.27
24 H -1.248 2.353 -5.243  0.25
25 H -1.819 3.608 -6.734  0.32
26 C -2.012 -5.301 2.639  0.12
27 O -2.768 -4.565 1.729  -0.55
28 H -2.344 -6.312 2.877  0.34
29 H -1.209 -5.453 1.918  -0.23
30 H -1.567 -4.847 3.524  0.05
31 H -2.138 -3.868 1.533  0.37
32 C 2.576 3.502 -2.152  0.67
33 O 1.793 4.387 -1.718  -0.61
34 N 2.684 2.256 -1.719  -0.17
35 N 3.345 3.649 -3.191  -0.42
36 H 3.113 1.580 -2.335  0.14
37 H 2.191 1.910 -0.908  0.05
38 H 3.411 4.590 -3.553  0.25
39 H 3.904 2.889 -3.553  0.13
40 C 1.194 5.733 2.053  -1.29
41 C 0.605 7.092 2.434  0.76
42 C 1.045 8.200 1.498  -1.41
43 O -0.775 7.077 2.352  -0.57
44 H 2.129 5.475 2.551  0.44
45 H 1.389 5.669 0.982  0.34
46 H 0.504 4.920 2.278  0.25
47 H 0.926 7.347 3.444  0.15
48 H 0.433 8.228 0.597  0.32
49 H 2.108 8.029 1.329  0.34
50 H 0.958 9.172 1.984  0.37
51 H -1.031 6.152 2.361  0.32
52 C 4.688 -2.671 2.312  -1.23
53 C 3.851 -1.531 2.880  0.59
54 C 3.951 -0.221 2.121  -1.29
55 O 2.519 -1.789 2.945  -0.29
56 H 5.756 -2.475 2.215  0.37
57 H 4.291 -2.923 1.328  0.13
58 H 4.386 -3.571 2.846  0.35
59 H 4.060 -1.290 3.922  0.36
60 H 4.970 0.138 2.262  0.47
61 H 3.228 0.492 2.518  0.32
62 H 3.788 -0.399 1.058  0.18
63 H 2.164 -2.003 2.079  -0.03
64 C -5.793 4.263 -4.044  -1.46
65 C -5.300 3.267 -3.075  1.85
66 C -5.380 3.722 -1.615  -1.36
67 O -6.162 2.123 -3.293  -0.57
68 H -6.793 4.660 -3.867  0.33
69 H -5.689 3.852 -5.048  0.36
70 H -5.112 5.112 -3.988  0.35
71 H -4.273 2.975 -3.291  -0.80
72 H -4.672 3.134 -1.032  0.32
73 H -6.352 3.459 -1.198  0.38
74 H -5.281 4.771 -1.335  0.31
75 H -6.902 2.086 -2.683  0.30
76 C -0.929 -6.699 -1.078  -1.18
77 C 0.471 -6.559 -0.437  0.40
78 C 1.003 -5.147 -0.131  -0.31
79 O 0.708 -7.378 0.672  -0.63
80 H -1.085 -7.719 -1.428  0.38
81 H -0.861 -6.150 -2.018  0.30
82 H -1.700 -6.205 -0.487  0.23
83 H 1.222 -7.017 -1.080  0.37
84 H 0.371 -4.655 0.609  -0.10
85 H 1.058 -4.588 -1.065  -0.25
86 H 1.995 -5.247 0.309  0.41
87 H 1.406 -7.142 1.288  0.30
88 C 3.734 -4.220 -5.127  -1.36
89 C 2.544 -4.186 -4.090  0.69
90 C 2.922 -3.249 -3.008  -1.02
91 O 1.422 -3.604 -4.728  -0.55
92 H 3.484 -4.772 -6.033  0.36
93 H 4.676 -4.695 -4.851  0.35
94 H 3.959 -3.210 -5.471  0.34
95 H 2.279 -5.189 -3.756  0.24
96 H 3.832 -3.480 -2.454  0.39
97 H 2.140 -3.260 -2.249  -0.21
98 H 3.120 -2.244 -3.382  0.38
99 H 1.079 -4.302 -5.291  0.33
100 C 0.230 -0.870 7.159  -1.60
101 C 0.678 -1.431 5.847  0.84
102 C -0.348 -2.269 5.135  -0.84
103 O 1.145 -0.414 4.984  -0.51
104 H 1.021 -0.253 7.585  0.36
105 H -0.186 -1.540 7.911  0.36
106 H -0.568 -0.167 6.917  0.36
107 H 1.491 -2.134 6.024  0.16
108 H -0.122 -2.346 4.072  0.00
109 H -1.284 -1.716 5.216  0.33
110 H -0.510 -3.300 5.450  0.33
111 H 1.591 -1.006 4.372  0.17